1.
This record from the OMol25 dataset describes a molecular structure, C43H32CrF14N4O3PS. The level of theory is ωB97M-V with the def2-TZVPD basis set.

* Kohn-Sham gap (spin up / spin down): 7.7498 / 7.6686 eV
* maximum force: 0.37 eV Å⁻¹
* relative energy (zero: lowest compared OMol25 entry of this formula, charge and spin): 0.000 eV
* energy: -143809.4480 eV
* expectation value of S²: 3.778
* 2S+1: 4

Structure (XYZ):
```
99
Properties=species:S:1:pos:R:3:lowdin_charge:R:1
O -0.258 -2.311 -2.447 -0.1729
H 5.317 -2.861 -0.351 0.1138
C -6.083 -1.523 0.751 -0.0735
C -1.241 1.617 2.514 -0.2700
C -0.940 0.421 3.151 -0.0593
C -3.718 -1.771 1.115 -0.1404
F 1.482 0.905 -3.804 0.1033
C -1.408 0.183 4.436 -0.0716
C 0.413 -4.584 -2.077 -0.5264
H -5.181 1.882 -0.963 0.1082
H 4.772 -1.552 -2.413 0.1150
P -0.655 1.908 0.833 0.8741
F -2.839 -2.958 -2.863 0.1807
F -1.891 0.445 -2.985 0.0359
C 1.118 -2.979 2.471 -0.0048
H 3.609 5.624 1.173 0.1047
H 6.014 1.990 -2.795 0.1136
H -3.127 5.629 -1.273 0.1046
S 3.262 0.965 1.073 0.7288
C 2.264 4.357 2.261 -0.0831
N 1.793 -1.414 -0.900 0.0622
F 0.372 -4.443 -0.746 0.1644
C 5.967 1.600 -1.786 -0.0581
C -0.552 0.516 -2.653 -0.3348
C 4.781 1.586 -1.126 -0.0959
H 0.840 2.993 3.080 0.1060
C 2.247 4.598 -0.129 -0.0749
F 0.889 -3.237 -4.670 0.1623
C -2.025 4.027 -0.376 -0.0697
C -2.340 -1.738 0.567 -0.4277
C 0.661 3.133 0.935 -0.3001
H -5.426 -2.184 4.007 0.1009
C -4.276 3.819 -1.190 -0.0698
C 1.191 3.708 -0.220 -0.0974
H 1.526 -3.989 2.389 0.0927
H 3.519 -3.220 1.337 0.1156
H -2.267 3.503 2.660 0.1142
H 2.691 4.590 3.227 0.1064
H 2.651 5.039 -1.031 0.1080
H -4.583 -1.339 -0.789 0.1220
F -2.218 -4.121 -1.156 0.1687
H -1.142 4.630 -0.201 0.0989
C -2.472 2.342 4.451 -0.0708
C -3.186 1.920 -0.203 -0.0483
F -0.328 1.577 -4.780 0.1505
C 0.170 0.603 -4.004 -0.5841
H -1.181 -0.756 4.925 0.1062
C 1.209 3.461 2.178 -0.0974
H 0.784 3.455 -1.189 0.1044
H 5.796 0.276 1.682 0.1317
C -2.013 2.579 3.167 -0.0687
H -2.538 0.954 6.085 0.1040
N -1.368 -2.244 1.300 0.1159
F 0.122 -0.526 -4.699 0.1627
H 7.898 0.245 0.647 0.1246
F 1.684 -4.354 -2.445 0.1636
H -6.914 -1.341 0.083 0.1030
C -2.169 1.142 5.085 -0.0751
H 3.870 1.951 -1.579 0.1065
C -3.950 -2.013 2.466 -0.0241
C -4.299 2.486 -0.799 -0.0527
C 7.150 1.103 -1.174 -0.0750
Cr -0.288 -0.943 -1.101 0.9041
N 5.862 0.633 0.740 0.0441
O -2.180 -1.196 -0.585 -0.1171
C 2.748 -1.231 -1.804 -0.0827
F 0.132 -5.865 -2.350 0.1709
F -1.234 -2.998 -5.001 0.1787
F -2.434 -5.069 -3.082 0.1656
O -0.222 0.570 0.283 -0.3645
H 1.813 -2.380 3.063 0.0926
C -2.033 -3.942 -2.473 -0.5361
C 4.328 -2.448 -0.503 -0.0445
F -0.383 -4.971 -4.782 0.1608
C 3.331 -2.652 0.437 -0.0067
H 2.473 -0.678 -2.689 0.1147
C -3.144 4.589 -0.974 -0.0687
C -0.544 -3.575 -2.793 -0.2797
H -5.144 4.258 -1.664 0.1049
H -7.325 -1.756 2.484 0.1007
C -6.313 -1.760 2.099 -0.0864
F -0.375 1.824 -2.179 -0.0219
C 2.784 4.926 1.109 -0.0766
H -3.108 -2.198 3.117 0.1021
C 7.058 0.632 0.090 -0.0900
N -0.201 -2.072 0.612 -0.0446
H 0.155 -3.034 2.971 0.0712
C 4.032 -1.728 -1.646 -0.0412
C -2.041 2.687 -0.001 -0.2756
H -3.077 3.086 4.953 0.1049
C 0.933 -2.377 1.121 -0.2616
C -0.319 -3.707 -4.337 -0.5482
C -5.246 -2.003 2.955 -0.0780
H -0.366 -0.331 2.625 0.0872
C 4.675 1.069 0.207 -0.7732
H -3.203 0.880 0.086 0.0939
H 8.098 1.104 -1.689 0.1031
C 2.070 -2.130 0.207 -0.2341
C -4.787 -1.521 0.259 -0.0197
```


2.
This record from the OMol25 dataset describes a molecular structure, C43H33CoF3NO2P2S2 in a non-equilibrium geometry. The level of theory is ωB97M-V with the def2-TZVPD basis set.

* Kohn-Sham gap (spin up / spin down): 7.2052 / 7.2293 eV
* maximum force: 1.51 eV Å⁻¹
* energy: -136736.4760 eV
* expectation value of S²: 6.076
* 2S+1: 5

Structure (XYZ):
```
87
Properties=species:S:1:pos:R:3:lowdin_charge:R:1
C 2.629 -2.305 -5.830 -0.0069
C 0.940 -4.235 5.457 -0.0776
C -3.753 8.072 1.460 -0.4958
H 2.255 -1.900 3.389 0.0687
H 0.970 0.693 3.651 0.0939
P -0.588 0.329 1.320 0.9508
H -1.786 -2.439 1.974 0.0613
H -1.745 -3.072 0.326 0.0822
H 4.597 -4.577 -4.262 0.1245
C 1.965 -4.804 0.627 -0.0804
H -4.438 3.359 1.243 0.1151
F 5.567 -4.080 -6.637 0.1339
S -0.150 3.138 1.898 1.0263
F 4.087 -3.210 -7.962 0.1317
H 2.380 -1.961 -6.824 0.1193
C -1.461 4.627 -0.082 -0.2495
H 0.576 0.340 6.066 0.1113
H -3.447 -0.857 5.224 0.1074
H -2.739 -0.656 0.581 0.0845
N 2.535 2.099 -0.191 0.1061
C 1.772 -3.219 5.016 -0.0731
C -0.052 -4.736 4.623 -0.0739
C -1.242 2.011 0.867 -0.7021
H 3.224 -6.471 0.149 0.1056
C -1.680 -0.892 0.462 -0.3456
H -1.437 -0.820 -0.600 0.0747
C 2.880 1.187 0.444 -0.9333
C 1.819 -1.525 -2.282 -0.1088
C 1.848 -6.034 -1.435 -0.0882
C 0.619 -3.197 2.899 -0.3672
H 3.510 -3.556 -2.283 0.1163
H -0.417 -3.523 -1.417 0.1015
C 3.879 -3.777 -4.385 -0.0052
H -1.246 5.607 -0.512 0.1568
C -2.969 6.798 1.256 -0.1467
C -0.966 3.547 -0.999 -0.0418
Co 1.376 -0.497 0.555 -0.0064
O -3.292 9.164 1.309 0.1333
C 0.369 -4.178 -1.062 -0.1034
H -1.494 7.715 2.480 0.1160
H 2.550 -2.833 5.663 0.1080
F 3.760 -5.175 -7.104 0.1289
C -2.477 -0.514 4.886 -0.0668
H 0.387 -5.354 -2.851 0.1109
C -0.892 2.300 -0.570 -0.1293
C -3.586 5.804 0.563 0.0099
C -1.017 0.119 3.077 -0.3596
H -0.698 -5.536 4.962 0.1054
H 2.208 -6.835 -2.068 0.1063
C 4.242 -3.936 -6.840 -0.5771
C -3.410 3.327 0.895 -0.0249
H 1.064 -4.648 6.451 0.1048
C -1.461 -0.273 5.800 -0.0678
H -0.512 1.488 -1.182 0.0960
H -3.140 1.520 1.870 0.0866
C -2.678 2.269 1.237 -0.1029
H -3.413 4.358 -0.945 0.1562
C 2.028 -1.730 -4.724 -0.0125
H -5.227 6.986 2.006 0.1019
C 3.277 -3.206 -3.280 -0.0174
H 1.301 -0.939 -4.847 0.1178
C -0.223 0.165 5.357 -0.0664
H 2.412 -4.645 1.600 0.1049
C 0.928 -3.975 0.197 -0.3401
H -3.059 -0.532 2.833 0.1008
P 0.491 -2.526 1.209 1.0187
S 3.439 -0.080 1.381 0.6021
H -0.971 -4.628 2.688 0.1132
H -1.642 -0.435 6.854 0.1071
C 0.000 0.358 4.003 -0.1114
C 0.822 -5.208 -1.870 -0.0810
C 3.563 -3.317 -5.657 -0.1307
C -0.212 -4.223 3.347 -0.0844
C -0.844 5.733 2.088 -0.1125
C 2.418 -5.830 -0.187 -0.0793
H -0.162 5.760 2.932 0.1093
C -1.346 -2.303 0.987 -0.3350
C 1.391 -0.939 -1.302 -0.1100
H -4.608 5.976 0.237 0.1227
C -2.992 4.516 0.059 -0.2428
C 1.609 -2.698 3.740 -0.1027
O -5.039 7.917 1.847 0.1129
C -1.699 6.815 1.915 -0.0076
C -0.837 4.605 1.296 -0.4579
C 2.363 -2.157 -3.437 -0.2431
H -0.681 3.826 -2.005 0.1234
C -2.256 -0.327 3.531 -0.1002
```


3.
This record from the OMol25 dataset describes a molecular structure, C43H34F3N10O4PS3Ti in a non-equilibrium geometry. The level of theory is ωB97M-V with the def2-TZVPD basis set.

* Kohn-Sham gap: 7.2168 eV
* maximum force: 1.06 eV Å⁻¹
* relative energy (zero: lowest compared OMol25 entry of this formula, charge and spin): 0.925 eV
* energy: -141298.1520 eV
* 2S+1: 1

Structure (XYZ):
```
99
Properties=species:S:1:pos:R:3:lowdin_charge:R:1
C -3.604 -1.418 -0.431 -0.3754
H -5.087 0.523 1.560 0.1139
H -1.433 0.381 -3.461 0.1044
H -5.476 4.699 -1.401 0.1039
F 3.401 4.051 1.268 0.1313
H -1.866 -0.416 5.151 0.1224
H -3.886 4.746 0.498 0.1092
C 4.048 -1.761 0.407 -0.2903
C -3.450 -1.721 -1.786 -0.1238
H 4.139 2.052 0.004 0.0289
C -2.593 -0.212 4.377 -0.0037
C -4.357 -2.279 0.362 -0.0684
H 6.421 -3.286 4.185 0.0957
N 0.174 -0.257 -2.218 -0.0765
C 0.387 -0.186 -4.490 -0.3657
N 2.318 2.609 -3.057 0.0336
C -0.615 2.569 -1.073 -0.1470
N 3.337 -6.189 4.026 0.1469
H -2.819 -1.098 -2.410 0.0865
H 3.084 -5.387 0.645 0.1286
C -0.497 3.937 -1.097 -0.0420
C -4.533 1.444 -1.386 -0.0796
H -5.880 2.575 -2.607 0.1049
C 1.827 -4.949 2.334 -0.2462
C -0.416 0.020 -3.426 -0.2268
H -1.416 -2.407 -0.123 0.0321
H 4.870 -3.144 4.833 0.0947
H 0.503 5.601 -0.172 0.1271
H -1.080 4.524 -1.790 0.1125
C -4.070 3.822 -0.035 -0.0744
S 1.994 1.166 1.375 0.7907
H -5.841 0.566 3.880 0.1091
C 2.139 4.374 1.579 -0.6097
S 1.947 -0.740 -3.990 1.1127
H 1.778 -4.008 -0.905 0.1028
C 5.410 -2.018 0.578 -0.0570
H -4.467 -2.090 1.421 0.0995
H -3.929 -3.046 -3.395 0.1080
C 2.660 -5.638 3.276 -0.1940
C -3.909 0.076 4.687 -0.0547
C -4.958 -3.402 -0.192 -0.0679
H -4.231 0.103 5.720 0.1087
C 0.389 4.525 -0.197 0.0181
C 1.423 -0.664 -2.361 -0.7415
N 4.038 2.430 -1.876 -0.2758
H 3.015 -2.193 3.592 0.1255
H 3.429 3.170 -4.796 0.0974
H -5.290 -4.552 -1.971 0.1057
C -4.821 -3.675 -1.543 -0.0748
C -3.411 2.667 0.349 -0.1159
C 0.350 -3.366 0.567 -0.2774
C -4.374 0.306 2.347 -0.1037
O -0.312 -0.540 1.621 -0.3024
O 3.549 -2.800 -1.944 -0.2925
C -0.353 -2.428 -0.345 -0.1413
C -4.063 -2.829 -2.343 -0.0683
H 0.381 -4.367 3.817 0.1242
C 5.052 -2.452 2.925 -0.3052
C 1.144 3.743 0.647 -0.1205
N 4.533 2.797 -3.031 0.1340
N 2.745 2.296 -1.850 0.0724
C 3.698 -2.149 2.752 -0.0075
C -4.807 0.336 3.661 -0.0588
H -5.529 -4.068 0.442 0.1070
C 3.423 2.889 -3.758 -0.2213
H -2.717 2.706 1.181 0.1182
C -0.056 -3.529 1.895 -0.0328
N 0.088 1.806 -0.232 -0.0670
H 6.961 -2.576 1.934 0.1141
C 2.197 -4.873 0.993 -0.0164
C -3.640 1.463 -0.319 -0.3815
H -0.951 -3.031 2.247 0.1127
O 4.432 -0.533 -1.873 -0.3168
C 1.460 -4.092 0.125 -0.0414
C -0.699 -0.590 2.872 -0.5553
P -2.660 0.009 0.202 1.1456
H 2.141 -1.682 1.425 0.0588
H -0.207 -2.706 -1.388 0.0763
H -4.742 0.520 -1.910 0.0946
N 4.817 2.242 -0.738 0.1428
C 3.205 -1.830 1.505 -0.1164
H 5.326 1.375 -0.899 0.0770
C -3.050 0.013 2.009 -0.2674
H 0.157 -0.033 -5.531 0.0702
C -4.959 3.796 -1.103 -0.0810
H 6.081 -1.967 -0.271 0.1205
N 5.537 -2.809 4.159 0.1215
O 0.026 -0.902 3.781 0.1149
F 1.935 4.013 2.853 0.1406
Ti 0.369 -0.368 -0.080 0.9476
C -5.184 2.607 -1.779 -0.0759
C 0.678 -4.295 2.779 -0.0139
N 2.055 -0.932 -1.182 -0.2099
F 2.063 5.716 1.540 0.1327
H -1.301 2.049 -1.726 0.0970
C -2.153 -0.248 3.055 -0.1079
S 3.579 -1.529 -1.266 0.5925
C 1.019 2.341 0.582 -0.6603
C 5.906 -2.362 1.817 -0.0162
```